1.
This record from the OMol25 dataset describes a molecular structure, C5H6BaO4 at a distorted geometry. The level of theory is ωB97M-V/def2-TZVPD.

Output
**Gap between HOMO and LUMO (spin up / spin down)**: 0.240 / 0.212 Eh
**Net charge**: +1
**2S+1**: 2

XYZ file:
```
16
Properties=species:S:1:pos:R:3:lowdin_charge:R:1
H 0.61 -0.41 -4.63 0.039
Ba 3.64 0.28 -1.30 1.723
C 1.01 0.11 -3.76 -0.222
C 0.41 0.99 0.56 -0.192
O -1.11 -0.67 3.72 0.173
C 1.41 -0.53 -2.64 -0.461
O 1.67 1.16 0.50 -0.229
H -3.51 -0.49 3.70 0.160
O -3.15 -0.27 2.83 0.202
O -1.44 -0.07 1.55 0.100
H 1.14 -1.60 -2.60 -0.036
H 1.14 1.19 -3.89 0.014
C -1.85 -0.40 2.82 -0.578
C -0.14 -0.10 1.28 -0.002
H -0.26 1.83 0.33 0.150
H 0.42 -1.01 1.53 0.159
```

2.
This record from the OMol25 dataset describes 2 unconnected molecules or ions with the total composition C5H6Br2. The level of theory is ωB97M-V/def2-TZVPD.

Output
**Gap between HOMO and LUMO**: 0.384 Eh
**Net charge**: 0
**Structure (SMILES)**: C#CC/C=C\Br.Br

XYZ file:
```
13
Properties=species:S:1:pos:R:3:lowdin_charge:R:1
H -0.15 1.33 1.17 0.121
Br 1.27 -2.55 0.02 0.710
H -0.12 -0.41 1.54 0.113
H 3.14 -0.91 -0.34 0.047
C 0.09 0.35 0.77 -0.227
H 2.08 1.19 0.29 0.108
Br -4.49 -0.75 0.11 0.333
C 1.53 0.27 0.35 -0.209
H -1.90 -0.37 -2.26 0.037
C -1.36 -0.18 -1.38 0.075
H -3.14 -0.77 -0.34 -0.361
C -0.73 0.06 -0.40 -0.183
C 2.11 -0.86 -0.02 -0.565
```

So what do the calculations give for energy? Going down the list: -14156.5162, -145364.6639 eV.
So what do the calculations give for energy relative to the best compared isomer or geometry (same formula, charge and spin)? Going down the list: 51.6, 161.1 kJ/mol.